Record 1
98
Properties=species:S:1:pos:R:3:mulliken_charge:R:1 method="wB97M-V/def2-TZVPD" total_charge=+1 orbital_gap_ev=2.40 e_homo_ev=-9.2545 e_lumo_ev=-6.9
C 6.4725 4.2425 1.4108 -1.26
C 5.0626 4.1447 0.8453 0.73
N 4.9516 3.9253 -0.3920 -0.83
C 3.9137 4.3061 1.8359 -0.72
Si 2.6491 2.8637 1.7495 -0.47
C 1.3699 3.3725 0.4321 -0.52
C 0.0675 4.0481 0.9859 -1.10
C -1.1752 3.4444 0.2820 -0.64
C -2.4697 3.4113 1.1684 -0.92
C -3.6965 3.9129 0.3505 -0.90
C -4.3786 2.8111 -0.5013 -0.64
C -5.9214 3.0377 -0.5181 -0.73
C -6.7465 1.7355 -0.3710 -0.63
O -7.0666 1.5152 1.0406 -0.23
C -7.8239 0.4672 1.2102 0.93
C -7.4052 -0.5256 2.2516 -0.98
O -8.8605 0.3060 0.5900 -0.68
C 3.6180 1.3939 1.0662 -0.76
C 3.2522 0.0119 1.6507 -0.93
C 2.3929 -0.9052 0.7383 0.41
C 2.9247 -1.1891 -0.6596 -0.46
N 2.3475 -2.5173 -1.1222 0.28
C 2.1679 -2.5221 -2.5582 0.37
C 3.2601 -2.0279 -3.5277 -0.81
O 1.1627 -2.8888 -3.0302 -0.51
C 1.9670 2.6473 3.5138 -0.77
O 0.6532 2.0624 3.6256 -0.34
N 0.4102 1.1853 2.6001 0.50
O -0.1311 0.2202 3.0003 -0.53
H 7.1578 4.5736 0.6224 0.38
H 6.5260 4.9226 2.2675 0.31
H 6.7735 3.2328 1.7314 0.24
H 3.9498 3.8864 -0.6061 0.36
H 3.3470 5.2131 1.5635 0.44
H 4.3331 4.4112 2.8440 0.45
H 1.1649 2.4866 -0.1856 0.40
H 1.8585 4.0996 -0.2340 0.57
H -0.0128 4.0494 2.0776 0.49
H 0.1183 5.1021 0.6777 0.42
H -1.4243 4.0026 -0.6311 0.50
H -0.9864 2.4152 -0.0573 0.26
H -2.3434 4.0345 2.0589 0.44
H -2.6470 2.3585 1.4265 0.29
H -4.4046 4.3781 1.0477 0.50
H -3.3919 4.7093 -0.3431 0.39
H -4.2019 1.7898 -0.1344 0.45
H -4.0008 2.8470 -1.5309 0.26
H -6.2118 3.4921 -1.4723 0.46
H -6.2686 3.6906 0.2917 0.37
H -7.6547 1.8706 -0.9645 0.35
H -6.1284 0.8939 -0.7070 0.38
H -7.4504 -1.5251 1.7945 0.31
H -6.4043 -0.3292 2.6359 0.29
H -8.2085 -0.5095 3.0307 0.31
H 3.5081 1.4235 -0.0341 0.55
H 4.7062 1.5179 1.2568 0.32
H 4.2288 -0.4998 1.8140 0.21
H 2.7992 0.0788 2.6509 0.53
H 2.3808 -1.8890 1.2459 -0.55
H 1.3474 -0.5780 0.7006 0.09
H 4.0208 -1.2576 -0.7208 0.31
H 2.5701 -0.4013 -1.3312 0.49
H 3.1173 -3.1737 -0.9886 -0.01
H 2.8658 -2.0506 -4.5460 0.35
H 3.5134 -0.9782 -3.3308 0.36
H 4.1841 -2.6173 -3.4534 0.14
H 2.7080 2.0423 4.0651 0.46
H 1.9843 3.6290 4.0029 0.39
Ca -10.2931 -1.1422 0.0878 1.61
Br 2.7239 -4.4552 1.8843 0.07
C 1.1744 -5.5053 1.3639 0.76
C -0.1020 -4.9576 1.9449 -0.66
Br -0.2727 -5.4244 3.8192 -0.06
H 1.3732 -6.5331 1.6583 0.63
H 1.1772 -5.4303 0.2453 -1.16
H -0.9655 -5.4079 1.4544 0.42
H -0.1719 -3.8753 1.8763 0.39
Br 3.5567 -7.2947 -4.9871 -0.09
C 5.0195 -6.0284 -4.7951 -0.69
C 5.7128 -6.1754 -3.4660 -0.46
Br 4.6933 -5.3652 -1.9737 0.03
H 4.6087 -5.0350 -4.9605 0.31
H 5.7128 -6.2725 -5.5974 0.39
H 6.6584 -5.6314 -3.4610 0.37
H 5.8862 -7.2117 -3.1897 0.42
O 6.1212 -2.9137 0.5767 -0.46
H 5.9757 -3.2696 -0.3054 0.23
H 7.0253 -2.5746 0.5529 0.28
F -10.1245 -0.6513 3.0822 -0.81
F 5.8206 1.3956 2.9240 -0.86
Cl 2.5772 -5.3259 -2.7357 -0.02
Mg 0.7137 -5.8727 -1.5272 0.43
F -13.4360 0.6686 -4.6758 -0.40
Al -11.8921 -0.0616 -4.6929 0.65
F -11.8158 -1.2823 -5.8879 -0.40
F -11.5988 -0.7880 -3.1363 -0.41
F -10.6748 1.1156 -4.9640 -0.41
Na 4.4247 -2.5255 2.6830 0.77

Record 2
101
Properties=species:S:1:pos:R:3:mulliken_charge:R:1 method="wB97M-V/def2-TZVPD" total_charge=+1 orbital_gap_ev=5.43 e_homo_ev=-10.0213 e_lumo_ev=-4.6
C 2.1569 -2.7159 -1.0985 -1.17
C 2.7703 -1.6150 -0.1727 0.39
C 1.8118 -0.3629 -0.1877 -0.76
O 0.5060 -0.8087 0.2727 -0.03
C 0.1304 -0.2042 1.4491 0.57
O 0.8166 -0.2718 2.4245 -0.48
C -1.2277 0.5779 1.5646 -0.62
S -2.6054 -0.6252 1.6752 0.04
N -3.1369 -1.0118 0.0582 0.17
C -2.8178 -0.1789 -1.0124 -0.46
C -3.4650 -0.8565 -2.1048 0.39
P -3.2765 -0.0377 -3.7954 -0.24
O -3.2637 1.6233 -3.5667 -0.32
I -0.9351 -0.5475 -4.4156 0.03
N -4.1275 -2.0054 -1.7196 0.37
C -4.9277 -2.9277 -2.5703 -0.37
C -4.3421 -3.2118 -3.9907 -0.94
C -2.8274 -3.6262 -4.0172 -0.08
Cl -2.6393 -5.4289 -4.2530 -0.16
C -3.8733 -2.0706 -0.3578 -0.09
S -4.4633 -3.4157 0.7188 1.00
O -4.4257 -3.0361 2.1117 -0.56
O -5.7390 -3.9398 0.2979 -0.55
C -3.2375 -4.8263 0.5445 0.79
F -1.9599 -4.4092 0.6250 -0.23
F -3.4491 -5.5468 -0.5758 -0.13
F -3.4625 -5.6593 1.5834 -0.21
O 4.0581 -1.2204 -0.6923 -0.24
C 5.0828 -1.9353 -0.0928 0.60
O 5.3587 -1.8049 1.0770 -0.50
C 5.9963 -2.9363 -0.8897 -0.59
S 5.2631 -3.3169 -2.5399 -0.24
H 1.1217 -3.0091 -0.8091 0.23
H 2.1094 -2.3005 -2.1372 0.27
H 2.7727 -3.6484 -1.0908 0.33
H 2.8865 -1.9723 0.8765 0.28
H 2.2104 0.4405 0.4708 0.51
H 1.7188 -0.0214 -1.2440 0.23
H -1.2836 1.2813 0.7019 0.22
H -1.2074 1.1901 2.4920 0.45
H -2.2564 0.7635 -1.0513 0.16
H -2.4621 1.8755 -3.0647 0.30
H -5.9514 -2.4912 -2.6460 0.20
H -5.0039 -3.8989 -2.0302 0.35
H -4.9195 -4.0814 -4.4004 0.54
H -4.5793 -2.3597 -4.6797 0.40
H -2.3216 -3.2885 -3.0877 0.13
H -2.3875 -3.1781 -4.9385 0.18
H 6.1249 -3.9065 -0.3655 0.31
H 7.0130 -2.5100 -1.0567 0.35
H 5.9145 -2.5653 -3.4803 0.14
C 6.9824 2.6171 0.7601 -1.05
S 5.3892 1.8642 1.1371 0.76
O 4.3737 2.5008 0.2451 -0.66
C 5.2144 2.6076 2.7670 -0.78
H 7.2749 2.3176 -0.2457 0.35
H 6.8988 3.7038 0.8067 0.25
H 7.7278 2.2653 1.4744 0.37
H 5.2461 3.6958 2.6876 0.19
H 6.0184 2.2542 3.4157 0.44
H 4.2537 2.3032 3.1828 0.21
C 3.0008 7.6287 1.7199 -1.02
S 4.5110 6.6689 1.5181 0.47
O 4.4422 5.5261 2.4762 -0.57
C 5.6126 7.9030 2.2320 -0.98
H 2.1629 7.0278 1.3693 0.31
H 2.8561 7.8761 2.7724 0.30
H 3.0680 8.5397 1.1243 0.41
H 5.3007 8.1334 3.2516 0.28
H 5.5929 8.8048 1.6192 0.40
H 6.6228 7.4959 2.2442 0.32
C -3.6103 6.2173 -4.1140 -0.81
S -3.7555 6.1811 -2.3185 0.49
O -2.4175 5.8207 -1.7700 -0.60
C -4.7754 4.6990 -2.2442 -0.47
H -2.9701 7.0541 -4.3893 0.31
H -3.1658 5.2865 -4.4693 0.21
H -4.5979 6.3559 -4.5555 0.35
H -4.2538 3.8666 -2.7189 -0.11
H -5.7256 4.8815 -2.7473 0.38
H -4.9620 4.4608 -1.1975 0.32
C 3.9245 4.6703 6.0324 -0.82
S 2.3751 3.7982 5.7465 0.60
O 1.2704 4.6874 6.2012 -0.67
C 2.6256 2.5529 7.0256 -0.95
H 3.9665 5.5241 5.3573 0.15
H 3.9680 5.0184 7.0655 0.41
H 4.7611 4.0023 5.8238 0.31
H 2.7524 3.0370 7.9947 0.31
H 3.5065 1.9564 6.7844 0.33
H 1.7484 1.9079 7.0537 0.33
C -6.9194 -9.5924 -1.7707 -0.93
S -5.5261 -8.7585 -2.5522 0.55
O -4.8473 -9.7490 -3.4274 -0.63
C -4.5421 -8.6036 -1.0494 -0.93
H -7.6544 -9.8262 -2.5396 0.32
H -6.5810 -10.5152 -1.2981 0.30
H -7.3689 -8.9315 -1.0283 0.33
H -4.3580 -9.5906 -0.6235 0.45
H -5.0720 -7.9762 -0.3308 0.29
H -3.5926 -8.1364 -1.3077 0.24

Record 3
78
Properties=species:S:1:pos:R:3:mulliken_charge:R:1 method="wB97M-V/def2-TZVPD" total_charge=+1 orbital_gap_ev=9.67 e_homo_ev=-11.8127 e_lumo_ev=-2.1
C -0.5324 2.8408 3.4457 -0.77
O 0.5640 2.4306 2.6464 -0.27
C 1.2577 3.4839 2.0054 -0.67
C 1.9081 4.4700 2.9685 0.14
O 3.1570 3.9087 3.4269 -0.43
C 4.2091 4.5441 2.8262 0.45
O 5.3347 4.3044 3.1238 -0.57
C 3.6625 5.5088 1.8024 -0.85
C 2.3019 5.8485 2.4056 0.52
C 1.2918 6.5777 1.5185 -0.87
C 1.0643 8.0091 1.9631 -0.59
F 2.2852 8.6358 2.1663 -0.30
H -0.2716 2.8619 4.5060 0.27
H -1.3383 2.1204 3.2949 0.18
H -0.9017 3.8301 3.1559 0.38
H 2.0621 2.9996 1.4483 0.14
H 0.5948 3.9835 1.2879 0.32
H 1.2854 4.5711 3.8599 0.37
H 3.5230 4.9466 0.8693 0.35
H 4.3342 6.3400 1.6092 0.36
H 2.5076 6.4710 3.2823 0.51
H 1.6212 6.5760 0.4765 0.39
H 0.3196 6.0760 1.5412 0.28
H 0.5127 8.0615 2.9042 0.32
H 0.5297 8.5835 1.2060 0.37
C 0.0111 -1.1541 2.7536 -1.42
C -1.0463 -0.7127 1.7491 0.60
C -1.9703 -1.8540 1.3299 -1.24
C -1.3320 -2.8756 0.3737 -1.14
P -1.3196 -2.4486 -1.3833 1.29
C -3.0051 -1.9305 -1.8029 -1.45
C -4.1949 -2.7819 -1.3340 -0.76
C -4.4491 -4.1131 -2.0454 -0.49
C -4.4860 -4.0256 -3.5664 -1.25
C -0.9680 -3.9757 -2.2849 -0.56
C 0.3239 -4.7680 -2.0348 -1.05
C 1.6307 -4.1796 -2.5580 0.36
C 1.5839 -3.7240 -4.0115 -1.42
C -0.3851 -0.9866 -1.9261 -0.97
C 1.1438 -0.8215 -1.9213 -1.14
C 1.9177 -1.1419 -0.6319 0.14
C 2.3783 0.1125 0.1064 -1.85
H 0.6160 -1.9851 2.3832 0.32
H 0.6861 -0.3318 2.9878 0.27
H -0.4589 -1.4802 3.6827 0.46
H -0.5666 -0.2682 0.8745 -0.34
H -1.6439 0.0837 2.1956 0.21
H -2.8959 -1.4700 0.8955 0.42
H -2.2685 -2.4034 2.2259 0.49
H -1.9148 -3.8037 0.3819 0.69
H -0.3284 -3.1587 0.6962 0.63
H -3.0250 -1.7677 -2.8832 0.78
H -3.0977 -0.9359 -1.3568 0.51
H -5.0765 -2.1500 -1.4657 0.52
H -4.1188 -2.9563 -0.2579 0.24
H -5.4163 -4.4744 -1.6907 0.45
H -3.7317 -4.8729 -1.7271 0.31
H -5.3204 -3.4091 -3.9043 0.36
H -4.6080 -5.0144 -4.0068 0.37
H -3.5721 -3.5992 -3.9857 0.25
H -1.1257 -3.7692 -3.3464 0.57
H -1.8007 -4.6155 -1.9841 -0.05
H 0.1591 -5.7386 -2.5085 0.46
H 0.4197 -4.9739 -0.9655 0.35
H 2.3919 -4.9554 -2.4554 0.45
H 1.9585 -3.3651 -1.9129 -0.38
H 1.4101 -4.5640 -4.6861 0.36
H 2.5269 -3.2612 -4.3022 0.42
H 0.7966 -2.9880 -4.1942 0.32
H -0.8617 -0.1632 -1.3843 0.63
H -0.7319 -0.8773 -2.9609 0.57
H 1.3095 0.2312 -2.1630 0.62
H 1.5491 -1.3742 -2.7659 0.25
H 2.7949 -1.7398 -0.8847 0.61
H 1.3211 -1.7630 0.0389 -0.02
H 3.1055 0.6570 -0.4991 0.53
H 2.8551 -0.1329 1.0545 0.48
H 1.5478 0.7877 0.3224 0.22

Record 4
100
Properties=species:S:1:pos:R:3:mulliken_charge:R:1 method="wB97M-V/def2-TZVPD" total_charge=0 orbital_gap_ev=8.54 e_homo_ev=-8.8694 e_lumo_ev=-0.3
C -1.1366 1.5691 1.0984 -0.09
C 0.0019 1.8419 1.4680 -0.39
C 1.4973 2.0360 1.9453 -0.48
C 2.0560 0.5844 2.2692 -0.03
C 3.6353 0.4415 2.1768 -0.60
N 4.1133 -0.9505 2.3787 0.29
C 3.7572 -1.6150 3.6305 -0.06
O 4.3776 -1.4803 4.6692 -0.59
C 2.5160 -2.5199 3.3095 0.24
C 1.4411 -3.0810 4.1666 -0.74
C 0.3726 -3.8967 3.4523 -0.68
C 0.4517 -4.0886 1.9217 -0.54
C 1.5777 -3.5117 1.0834 1.19
C 1.7129 -3.7184 -0.4684 -0.54
C 0.3363 -3.7998 -1.2543 -0.39
C -0.2543 -2.3405 -1.6158 -0.78
C 2.5988 -2.7033 1.8090 -0.04
C 3.8686 -1.9157 1.3205 0.02
O 4.5155 -2.1112 0.3064 -0.58
H -2.0130 0.9342 0.7933 0.35
H 2.1155 2.6275 1.2136 0.35
H 1.4091 2.5802 2.9444 0.29
H 1.6918 0.2051 3.2753 0.27
H 1.5974 -0.1177 1.4922 -0.03
H 4.0841 1.0632 3.0172 0.27
H 4.0073 0.8248 1.1691 0.30
H 1.4407 -2.8878 5.2721 0.48
H -0.4628 -4.2963 4.0914 0.42
H -0.3697 -4.6894 1.4285 0.13
H 2.2299 -4.7288 -0.6173 0.35
H 2.4198 -2.9618 -0.9433 0.28
H 0.5735 -4.2804 -2.2638 0.35
H -0.4368 -4.4717 -0.7740 0.25
H -1.3637 -2.3473 -1.3882 0.26
H 0.2826 -1.5883 -0.9686 0.11
H -0.0748 -2.1177 -2.7159 0.29
C 7.4462 0.8451 -0.8485 0.65
O 7.3028 1.9197 -0.2867 -0.67
N 8.4716 0.5994 -1.7114 -0.45
N 6.5970 -0.1977 -0.6627 -0.26
H 8.6084 -0.2765 -2.1834 0.19
H 9.1234 1.3488 -1.8750 0.20
H 5.8273 -0.0557 -0.0321 0.16
H 6.6965 -1.0882 -1.1138 0.15
C 3.4799 -0.7960 8.4223 0.67
O 2.5301 -1.5571 8.5272 -0.65
N 4.3595 -0.8613 7.3916 -0.29
N 3.7367 0.1846 9.3322 -0.39
H 5.1448 -0.2461 7.2871 0.16
H 4.2017 -1.5755 6.6967 0.19
H 3.1054 0.2641 10.1109 0.22
H 4.5100 0.8198 9.2653 0.16
C -3.3099 3.5606 -1.0487 0.61
O -3.5469 2.6871 -0.2279 -0.68
N -2.5369 4.6433 -0.7610 -0.35
N -3.7927 3.5312 -2.3158 -0.28
H -2.3294 5.3717 -1.4200 0.17
H -2.1586 4.7023 0.1692 0.22
H -4.3715 2.7441 -2.5715 0.18
H -3.6051 4.2428 -3.0014 0.16
C -7.5547 1.8741 -2.8341 0.57
O -6.3582 1.6655 -2.9741 -0.70
N -8.1566 3.0116 -3.2618 -0.32
N -8.3887 0.9879 -2.2392 -0.33
H -9.1391 3.1979 -3.1542 0.17
H -7.5745 3.6982 -3.7101 0.19
H -7.9842 0.1293 -1.9066 0.20
H -9.3741 1.1444 -2.1165 0.17
C -1.0522 4.7554 -4.8655 0.69
O -1.9959 5.4964 -4.6343 -0.66
N 0.2347 5.1060 -4.6043 -0.39
N -1.2077 3.5180 -5.4028 -0.38
H 1.0230 4.5131 -4.7860 0.16
H 0.3899 6.0162 -4.2055 0.22
H -2.1469 3.2224 -5.6095 0.22
H -0.4468 2.8947 -5.5995 0.16
C -11.6220 3.0378 -1.1469 0.70
O -11.4270 2.5124 -2.2354 -0.68
N -12.1360 2.3588 -0.0898 -0.39
N -11.3413 4.3435 -0.9033 -0.37
H -12.3034 2.7696 0.8100 0.16
H -12.3571 1.3878 -0.2320 0.22
H -10.9587 4.8802 -1.6631 0.22
H -11.4935 4.7921 -0.0189 0.16
C 8.8243 0.7211 -5.6069 0.58
O 9.8212 0.3330 -5.0184 -0.64
N 7.6839 1.0729 -4.9583 -0.30
N 8.7700 0.8344 -6.9614 -0.39
H 6.8535 1.3940 -5.4204 0.16
H 7.6881 1.0013 -3.9525 0.20
H 9.5968 0.5825 -7.4758 0.23
H 7.9615 1.1511 -7.4635 0.16
C -2.9206 -6.7012 2.3760 0.66
O -2.7669 -5.5035 2.5527 -0.60
N -1.9205 -7.5129 1.9374 -0.32
N -4.1048 -7.3284 2.6024 -0.44
H -2.0270 -8.4989 1.7862 0.17
H -1.0276 -7.0855 1.7588 0.21
H -4.8689 -6.7609 2.9280 0.22
H -4.2524 -8.3108 2.4638 0.15

Record 5
100
Properties=species:S:1:pos:R:3:mulliken_charge:R:1 method="wB97M-V/def2-TZVPD" total_charge=0 orbital_gap_ev=10.28 e_homo_ev=-9.9854 e_lumo_ev=0.3
O -5.1219 0.8391 -3.0313 -0.19
B -4.0706 1.6567 -2.8435 0.23
O -3.7700 2.6564 -3.7597 -0.43
B -3.6264 3.8980 -3.1701 0.55
O -2.9082 3.9386 -1.9773 -0.47
B -3.2172 2.8911 -1.1363 0.72
Br -3.6980 3.2146 0.6730 -0.28
O -3.2909 1.6240 -1.6685 -0.26
H -5.1758 0.1616 -2.3359 0.27
H -4.1560 4.8619 -3.6096 -0.10
C -9.1281 -3.4801 -1.8116 -0.57
C -9.1954 -2.5871 -3.0591 -0.71
C -8.1876 -1.4483 -2.8628 -0.52
S -6.8985 -2.1117 -1.7955 1.15
O -6.9076 -1.3842 -0.5492 -0.65
O -5.6638 -2.2334 -2.5302 -0.68
C -7.6454 -3.7181 -1.5446 -0.72
H -9.6581 -4.4201 -1.9562 0.35
H -9.5795 -2.9678 -0.9595 0.28
H -8.9250 -3.1711 -3.9405 0.31
H -10.1974 -2.1938 -3.2213 0.34
H -7.7200 -1.1181 -3.7869 0.39
H -8.6202 -0.5963 -2.3423 0.31
H -7.4130 -4.0506 -0.5358 0.40
H -7.2039 -4.3954 -2.2752 0.34
C 0.3835 1.4548 -2.9167 -0.56
C 1.6909 0.7218 -2.5861 -0.70
C 2.8226 1.7509 -2.6805 -0.11
S 2.0866 3.3452 -2.2819 1.23
O 2.1591 4.1928 -3.4440 -0.70
O 2.5905 3.8080 -1.0104 -0.68
C 0.4101 2.7440 -2.1022 -0.63
H -0.4929 0.8566 -2.6714 0.28
H 0.3426 1.6914 -3.9821 0.33
H 1.6448 0.3212 -1.5717 0.23
H 1.8707 -0.1142 -3.2599 0.43
H 3.6181 1.5608 -1.9681 -0.30
H 3.2295 1.8225 -3.6872 0.42
H -0.2770 3.5093 -2.4553 0.36
H 0.2475 2.5502 -1.0414 0.32
C 6.8176 1.3915 2.1029 -0.70
C 5.8877 2.4484 1.4908 -0.87
C 5.3132 1.8623 0.1950 -0.34
S 5.2896 0.0780 0.4301 1.19
O 6.1965 -0.5360 -0.5130 -0.67
O 3.9273 -0.3960 0.5138 -0.71
C 6.0475 0.0787 2.0469 -0.48
H 7.0950 1.6328 3.1275 0.36
H 7.7331 1.3073 1.5132 0.32
H 5.0745 2.6641 2.1859 0.30
H 6.4071 3.3844 1.2939 0.40
H 4.2993 2.2021 -0.0049 0.05
H 5.9509 2.0654 -0.6639 0.45
H 6.6678 -0.8073 2.1525 0.61
H 5.2404 0.0641 2.7788 0.01
C 4.2725 -3.0116 5.9326 -0.69
C 4.8377 -2.6551 7.3149 -0.63
C 6.1610 -1.9143 7.0918 -0.72
S 6.0107 -1.1013 5.4927 1.26
O 6.9724 -1.6775 4.5848 -0.65
O 5.9515 0.3295 5.6570 -0.69
C 4.3845 -1.7428 5.0946 -0.60
H 3.2411 -3.3546 5.9924 0.37
H 4.8655 -3.8082 5.4788 0.32
H 4.1348 -2.0060 7.8401 0.29
H 4.9891 -3.5407 7.9297 0.33
H 6.3623 -1.1500 7.8379 0.35
H 7.0083 -2.5932 7.0192 0.35
H 4.3281 -1.9063 4.0205 0.35
H 3.6576 -0.9903 5.3996 0.40
C -9.4928 4.9624 1.4156 -0.58
C -8.7785 3.6535 1.7830 -0.69
C -8.1152 3.1210 0.5083 -0.46
S -7.7563 4.5666 -0.5066 1.09
O -8.5440 4.4970 -1.7111 -0.67
O -6.3322 4.7663 -0.5792 -0.61
C -8.4915 5.7705 0.5979 -0.71
H -9.8146 5.5107 2.2997 0.34
H -10.3774 4.7497 0.8118 0.29
H -8.0172 3.8528 2.5394 0.31
H -9.4680 2.9197 2.1975 0.33
H -7.1787 2.5992 0.6916 0.29
H -8.7838 2.4883 -0.0721 0.30
H -8.9307 6.5629 -0.0033 0.40
H -7.6894 6.1693 1.2184 0.34
C 6.4984 -3.3143 -2.0392 -0.38
C 6.5660 -4.1010 -0.7254 -0.52
C 6.4552 -5.5893 -1.0761 -0.69
S 7.1277 -5.7622 -2.7402 1.14
O 6.0698 -6.1792 -3.6268 -0.66
O 8.3637 -6.5015 -2.6998 -0.67
C 7.4485 -4.0201 -3.0004 -0.78
H 6.7691 -2.2721 -1.8937 0.24
H 5.4817 -3.3439 -2.4376 0.27
H 7.5199 -3.9044 -0.2320 0.30
H 5.7747 -3.8009 -0.0401 0.27
H 7.0269 -6.2366 -0.4159 0.36
H 5.4214 -5.9263 -1.1215 0.36
H 7.2826 -3.7921 -4.0506 0.42
H 8.4919 -3.8446 -2.7387 0.37